C11H25Br3FN3O2V as an isolated structure. Source: the Open Molecules 2025 dataset; level of theory: wB97M-V/def2-TZVPD.

```
46
Properties=species:S:1:pos:R:3:mulliken_spin:R:1
O -0.262 2.743 -1.444 -0.2926
V -0.120 4.358 -1.128 1.3635
F -0.063 4.793 -3.368 -0.0045
C -4.869 -2.091 4.486 0.0000
C -3.571 -1.337 4.760 0.0000
N -2.979 -0.957 3.465 0.0001
C -1.860 -1.585 2.803 0.0001
C -1.681 -0.894 1.566 -0.0001
N -2.594 0.114 1.527 -0.0005
C -3.339 0.088 2.665 0.0002
C -2.894 1.015 0.414 0.0000
H -5.645 -1.413 4.132 0.0000
H -5.268 -2.545 5.393 0.0000
H -4.760 -2.947 3.819 0.0000
H -2.770 -1.940 5.188 0.0000
H -3.609 -0.402 5.318 0.0000
H -1.379 -2.473 3.185 0.0000
H -1.070 -1.181 0.723 0.0000
H -4.215 0.706 2.794 0.0000
H -2.866 2.058 0.729 0.0004
H -3.809 0.656 -0.057 0.0000
H -2.026 0.882 -0.232 0.0005
C 4.346 -0.972 -1.682 0.0001
N 2.795 -0.937 -1.772 0.0000
C 2.432 -2.183 -2.638 0.0000
C 2.289 -1.116 -0.267 0.0001
C 2.151 0.374 -2.271 -0.0015
C 2.705 0.969 -3.577 -0.0004
O 2.525 0.151 -4.700 0.0000
H 4.517 -1.932 -1.194 0.0000
H 4.554 -0.085 -1.085 -0.0001
H 4.634 -0.852 -2.727 0.0000
H 1.389 -2.138 -2.952 0.0000
H 2.709 -3.083 -2.089 0.0000
H 3.035 -2.087 -3.541 0.0000
H 2.608 -0.323 0.409 0.0001
H 2.632 -2.118 -0.009 0.0000
H 1.200 -1.084 -0.243 -0.0001
H 2.421 1.100 -1.504 0.0022
H 1.070 0.266 -2.183 0.0002
H 3.771 1.178 -3.496 -0.0006
H 2.215 1.937 -3.682 0.0008
H 3.036 0.504 -5.432 0.0000
Br 2.856 4.021 -1.120 -0.0432
Br 0.061 7.033 -0.605 -0.0170
Br -0.303 3.726 1.619 -0.0077
```

Summary:
- orbital gap (spin up / spin down) (eV) = 5.644 / 5.672
- multiplicity = 2
- total charge = 0


C11H25CuN6O3 as an isolated structure. Source: the Open Molecules 2025 dataset; level of theory: wB97M-V/def2-TZVPD.

```
46
Properties=species:S:1:pos:R:3:mulliken_spin:R:1
Cu 3.328 0.719 0.531 -0.0012
C 0.444 1.295 0.060 -0.0042
O 1.689 1.302 -0.561 0.1308
H -0.222 0.513 -0.366 0.0155
H 0.413 1.184 1.147 -0.0085
H -0.136 2.202 -0.210 0.0170
C -0.006 0.002 -4.012 -0.0003
O -0.054 -0.548 -5.095 0.0046
N -1.109 0.523 -3.381 -0.0004
N 1.196 0.083 -3.319 0.0055
H -2.023 0.357 -3.760 0.0002
H -1.010 0.993 -2.501 -0.0001
H 1.985 -0.041 -3.928 -0.0007
H 1.290 0.418 -2.374 -0.0018
C 2.064 4.646 -2.738 -0.0421
O 2.577 5.123 -1.672 0.7772
N 1.201 3.601 -2.651 0.0850
N 2.342 5.169 -3.952 0.0196
H 1.253 3.011 -1.823 -0.0016
H 0.789 3.206 -3.484 0.0035
H 2.947 5.966 -4.070 0.0009
H 2.003 4.734 -4.795 0.0015
C -1.220 -3.414 1.123 -0.0001
C -0.023 -2.935 0.330 0.0011
C -0.206 -2.857 -1.203 -0.0006
C -0.715 -4.127 -1.711 0.0000
N -1.125 -5.131 -2.091 0.0000
H -2.141 -2.834 0.995 0.0000
H -1.009 -3.326 2.191 0.0000
H -1.486 -4.435 0.854 0.0000
H 0.815 -3.592 0.572 0.0000
H 0.276 -1.920 0.624 -0.0009
H 0.741 -2.574 -1.654 0.0001
H -0.967 -2.103 -1.414 0.0003
C -1.873 -1.074 5.567 0.0000
C -0.626 -1.013 4.699 0.0000
C -0.803 -0.175 3.425 0.0002
C -1.013 1.234 3.776 0.0000
N -1.250 2.334 3.960 0.0000
H -2.217 -0.056 5.763 0.0000
H -1.692 -1.594 6.505 0.0000
H -2.709 -1.602 5.100 0.0000
H -0.240 -2.016 4.522 0.0000
H 0.117 -0.502 5.320 0.0000
H -1.690 -0.512 2.885 0.0000
H 0.097 -0.232 2.814 -0.0003
```

Summary:
- orbital gap (spin up / spin down) (eV) = 7.490 / 3.479
- multiplicity = 2
- energy relative to the best compared isomer or geometry (same formula, charge and spin) (kcal per mole) = 0.00
- total charge = +1


C11H25FeN3O3P2 as an isolated structure. Source: the Open Molecules 2025 dataset; level of theory: wB97M-V/def2-TZVPD.

```
45
Properties=species:S:1:pos:R:3:mulliken_spin:R:1
Fe -0.540 -0.146 0.498 3.5996
P 1.447 -0.618 1.248 0.0264
P -0.760 -1.975 -0.658 0.0691
N 0.403 1.746 0.304 0.0452
N -1.360 0.754 -1.171 0.0881
H 0.033 3.655 -0.694 0.0007
H -2.512 2.531 -1.013 0.0013
H -1.113 3.216 0.619 -0.0027
C -0.502 2.801 -0.199 0.0010
H -1.221 2.586 -2.247 -0.0027
C -1.470 2.200 -1.236 0.0180
H 2.102 2.958 0.423 0.0050
H -2.403 0.468 -2.997 0.0050
C 1.631 1.975 0.623 -0.0021
C -1.866 -0.004 -2.143 -0.0054
C 2.577 0.855 0.983 0.0188
C -1.710 -1.386 -2.085 0.0289
H 3.130 1.016 1.937 -0.0004
H -2.110 -2.051 -2.863 -0.0014
H 0.315 -2.692 -1.251 0.0149
H -1.593 -2.976 -0.087 0.0209
H 2.145 -1.817 0.800 0.0017
H 1.768 -0.541 2.619 0.0203
H 1.252 0.394 -2.393 0.0273
C 2.186 -0.013 -2.876 -0.0051
C 1.802 -1.177 -3.832 0.1419
C 2.888 1.226 -3.446 0.0021
O 2.816 -0.906 -2.087 0.8142
H 1.253 -0.870 -4.696 0.0264
H 2.709 -1.703 -4.178 0.0012
H 1.209 -1.904 -3.268 -0.0026
H 2.746 2.095 -2.827 0.0019
H 3.950 1.067 -3.606 0.0029
H 2.436 1.457 -4.418 -0.0017
H 3.298 0.721 0.234 -0.0004
N -4.040 -0.476 3.432 0.0028
C -3.250 0.739 3.724 0.0040
C -2.202 0.851 2.627 0.0008
O -1.566 1.905 2.465 0.0046
O -2.098 -0.238 1.953 0.0302
H -4.568 -0.331 2.564 0.0005
H -4.700 -0.705 4.175 -0.0004
H -3.390 -1.263 3.253 0.0000
H -3.899 1.610 3.754 -0.0005
H -2.780 0.629 4.710 -0.0003
```

Summary:
- orbital gap (spin up / spin down) (eV) = 6.377 / 6.303
- multiplicity = 6
- energy relative to the best compared isomer or geometry (same formula, charge and spin) (kcal per mole) = 2.24
- total charge = +1


C11H25GaN5O8 as an isolated structure. Source: the Open Molecules 2025 dataset; level of theory: wB97M-V/def2-TZVPD.

```
50
Properties=species:S:1:pos:R:3:mulliken_charge:R:1
O 1.401 0.427 -3.104 -0.4487
H 1.648 0.139 -3.991 0.3515
Ga 0.294 -0.875 0.254 0.7482
N -0.790 -2.209 -1.068 0.4466
N -1.207 0.289 -0.846 0.6088
N 1.706 -1.272 1.699 0.2165
N 0.622 0.966 1.299 0.5627
O -0.567 -3.441 -1.094 -0.7991
O 1.984 -2.496 2.303 -0.5196
O -0.126 2.061 1.233 -0.5816
O -1.751 1.399 -0.458 -0.8457
C -1.814 -0.277 -1.915 0.2772
C -1.504 -1.632 -2.095 0.1584
C 2.196 -0.244 2.410 0.3079
C 1.511 0.998 2.292 0.5900
C -1.968 -2.422 -3.250 -1.4500
H -1.317 -2.276 -4.126 0.2007
H -2.973 -2.088 -3.523 0.3914
H -1.969 -3.483 -2.997 0.3968
C -2.894 0.464 -2.612 -1.4900
H -2.515 1.276 -3.246 0.2415
H -3.579 0.883 -1.867 0.2779
H -3.461 -0.210 -3.255 0.4378
C 3.200 -0.532 3.472 -1.4322
C 1.629 2.155 3.201 -1.7500
H 3.992 -1.195 3.091 0.4012
H 2.746 -1.001 4.366 0.2888
H 3.673 0.404 3.814 0.4292
H 0.958 2.956 2.918 0.3620
H 2.638 2.553 3.208 0.4150
H 1.388 1.882 4.219 0.3520
H 1.171 -3.015 2.133 0.4741
H -0.841 1.837 0.439 0.4374
C 1.530 2.109 -2.812 -0.2400
H 1.053 2.558 -3.667 0.2945
H 2.603 2.122 -2.774 0.2870
H 1.045 2.205 -1.885 0.1196
O 1.644 -0.933 -1.095 -0.5940
H 1.794 -0.209 -2.183 0.3941
H 2.558 -0.890 -0.743 0.3535
N -3.289 -0.594 2.798 -0.1980
C -2.834 -2.019 2.746 -0.7679
C -1.495 -2.051 2.003 0.9478
O -0.800 -3.055 1.780 -0.7260
O -1.258 -0.860 1.512 -0.6552
H -2.864 -0.113 3.598 0.3706
H -4.292 -0.478 2.908 0.3733
H -2.959 -0.105 1.942 0.2689
H -2.688 -2.375 3.765 0.3953
H -3.616 -2.656 2.320 0.3198
```

Summary:
- orbital gap (spin up / spin down) (eV) = 4.697 / 4.678
- energy relative to the best compared isomer or geometry (same formula, charge and spin) (kcal per mole) = 0.00
- total charge = +1


C11H25GaNO3 as an isolated structure. Source: the Open Molecules 2025 dataset; level of theory: wB97M-V/def2-TZVPD.

```
41
Properties=species:S:1:pos:R:3:mulliken_charge:R:1
C 2.565 3.941 0.224 -0.6829
O 1.322 4.126 -0.425 -0.4137
C 0.487 2.966 -0.273 -0.2255
C -0.927 3.394 0.012 -0.7561
C -1.947 2.238 0.170 -0.4734
C -1.866 1.112 -0.851 -0.6080
C -2.665 -0.139 -0.448 -0.8577
C -2.301 -0.744 0.922 -0.3155
C -2.220 -2.273 0.892 -1.3562
C -0.902 -2.851 0.380 -0.3323
C 0.255 -2.798 1.411 -1.1475
Ga 1.844 -1.746 0.681 0.0219
C 2.439 -2.431 -1.176 -0.7261
O 3.588 -3.359 -1.053 -0.1862
N 4.504 -3.247 -2.075 0.1568
O 4.063 -3.461 -3.151 -0.3213
H 2.445 4.053 1.304 0.2902
H 3.263 4.688 -0.144 0.2440
H 2.992 2.965 -0.002 0.3083
H 0.533 2.402 -1.200 0.2154
H 0.857 2.386 0.563 0.3985
H -1.303 4.117 -0.710 0.2913
H -0.906 3.913 0.970 0.2224
H -1.842 1.853 1.179 0.3317
H -2.931 2.702 0.114 0.3258
H -2.218 1.462 -1.821 0.3548
H -0.845 0.778 -1.011 0.2563
H -3.730 0.075 -0.525 0.4066
H -2.459 -0.891 -1.211 0.4411
H -3.101 -0.482 1.612 0.3177
H -1.365 -0.309 1.259 0.2846
H -2.339 -2.625 1.914 0.4446
H -3.032 -2.675 0.284 0.3919
H -1.090 -3.909 0.193 0.3344
H -0.596 -2.432 -0.580 0.2234
H -0.072 -2.355 2.354 0.3971
H 0.550 -3.817 1.646 0.4798
H 3.138 -1.858 1.645 -0.3552
H 1.417 -0.204 0.463 -0.1304
H 2.733 -1.597 -1.809 0.4004
H 1.661 -2.967 -1.722 0.3492
```

Summary:
- orbital gap (eV) = 7.986
- total charge = -1


An isolated ion of composition C11H25N2 and charge +1. Source: the Open Molecules 2025 dataset; level of theory: wB97M-V/def2-TZVPD.

```
38
Properties=species:S:1:pos:R:3:mulliken_spin:R:1
C -0.227 -0.695 0.614 0.6838
C 0.593 1.876 0.048 -0.0431
C -1.592 -0.348 1.034 -0.0016
C 1.976 2.385 0.331 0.0405
C -0.642 -3.999 2.350 0.0170
C -2.111 2.224 -2.226 0.0715
C 1.446 -2.567 0.080 0.0253
C 1.036 1.759 -2.410 -0.0319
C -0.018 -2.521 2.183 0.0291
C -0.997 2.832 -1.449 -0.0264
C 0.088 -2.167 0.667 0.0386
N 0.233 2.116 -1.228 0.6843
N 0.591 0.215 0.263 0.3535
H -1.701 0.637 1.439 0.0194
H -2.065 -1.072 1.702 0.0022
H -2.160 -0.374 0.149 0.0375
H 2.801 1.904 -0.290 -0.0031
H 2.208 2.358 1.360 0.0084
H 1.884 3.393 0.104 -0.0019
H 0.248 -4.720 2.154 -0.0001
H -1.424 -4.147 1.684 -0.0046
H -1.034 -4.057 3.358 -0.0008
H -2.845 1.597 -1.718 -0.0005
H -2.845 2.926 -2.760 -0.0054
H -1.740 1.678 -3.113 -0.0042
H 1.517 -3.680 -0.174 -0.0041
H 2.218 -2.470 0.805 -0.0007
H 1.772 -1.949 -0.794 -0.0012
H 1.544 2.514 -2.921 0.0249
H 1.834 1.114 -1.943 0.0106
H 0.323 1.173 -3.139 0.0261
H -0.699 -1.917 2.804 -0.0051
H 1.074 -2.590 2.614 0.0027
H -0.745 3.671 -2.108 0.0417
H -1.237 3.298 -0.465 0.0049
H -0.738 -2.700 0.127 0.0309
H -0.049 2.318 0.830 0.0185
H 1.484 -0.013 0.039 -0.0369
```

Summary:
- orbital gap (spin up / spin down) (eV) = 5.379 / 6.121
- multiplicity = 3
- energy relative to the best compared isomer or geometry (same formula, charge and spin) (kcal per mole) = 0.00
- total charge = +1


A 2-piece molecular cluster, C11H25N2O8P2 overall. Source: the Open Molecules 2025 dataset; level of theory: wB97M-V/def2-TZVPD.

```
48
Properties=species:S:1:pos:R:3:mulliken_charge:R:1
N 5.152 -5.371 2.127 -0.6044
P 3.461 -4.813 2.098 0.1590
O 3.104 -4.486 3.747 -0.4380
C 3.427 -3.177 1.123 0.0819
O 4.004 -2.089 1.881 -0.5069
O 2.152 -2.870 0.539 -0.2681
C 1.120 -2.795 1.486 0.6155
O 1.218 -2.447 2.666 -0.4481
P -0.638 -3.219 0.882 0.7137
O -0.924 -2.710 -0.520 -0.5664
O -1.712 -2.378 1.909 -0.4685
O -1.021 -4.857 1.040 -0.5151
H 5.353 -5.934 1.287 0.2726
H 5.253 -6.010 2.933 0.2662
H 3.626 -3.675 3.958 0.3463
H 4.144 -3.336 0.241 0.3099
H 4.273 -1.364 1.288 0.3269
H -1.395 -2.521 2.833 0.3200
H -0.544 -5.161 1.844 0.3431
C -3.018 1.495 0.311 -1.8309
C -1.542 1.585 -0.125 1.5724
C -1.328 0.741 -1.399 -0.9364
C -1.944 1.317 -2.670 -0.7410
C -2.058 2.840 -2.655 -1.4488
C -1.084 3.553 -1.692 1.8900
N -1.294 3.019 -0.347 0.2898
O -0.481 3.612 0.606 -0.9823
C -1.480 5.042 -1.700 -1.9063
C 0.356 3.437 -2.229 -1.7221
C -0.698 0.912 0.974 -1.5398
H -3.188 2.054 1.235 0.4349
H -3.319 0.455 0.496 0.2546
H -3.693 1.902 -0.446 0.3444
H -0.253 0.612 -1.569 0.3360
H -1.715 -0.274 -1.250 0.3771
H -1.342 0.998 -3.528 0.3371
H -2.939 0.888 -2.830 0.3291
H -1.934 3.218 -3.677 0.5335
H -3.085 3.101 -2.376 0.2928
H -2.481 5.183 -1.282 0.4420
H -1.491 5.438 -2.723 0.3786
H -0.783 5.654 -1.122 0.3502
H 0.426 3.868 -3.236 0.3800
H 0.703 2.403 -2.298 0.3184
H 1.065 3.981 -1.600 0.3611
H -0.992 -0.136 1.102 0.1708
H -0.828 1.393 1.946 0.4236
H 0.367 0.923 0.724 0.3513
```

Summary:
- orbital gap (eV) = 2.369
- total charge = -1


A 2-piece molecular cluster, C11H25N3O4PS2 overall. Source: the Open Molecules 2025 dataset; level of theory: wB97M-V/def2-TZVPD.

```
46
Properties=species:S:1:pos:R:3:mulliken_charge:R:1
N 2.160 -2.793 -0.558 -0.5415
C 2.796 -2.459 -1.832 -0.5205
C 3.306 -1.005 -1.941 -0.5537
P 2.524 0.029 -3.184 -0.0173
C 0.890 0.667 -2.770 -0.5674
C 0.046 -0.400 -2.057 -0.4416
C -1.442 -0.033 -1.985 -0.8367
C -1.753 0.547 -0.611 -0.8373
S -3.440 1.208 -0.438 -0.2167
C -4.325 -0.134 -1.107 0.5904
N -4.737 -1.215 -0.533 -0.2868
N -5.420 -1.940 -1.498 -0.4060
C -5.370 -1.222 -2.575 0.0482
O -4.691 -0.069 -2.420 -0.2256
H 1.180 -3.003 -0.669 0.3148
H 2.218 -2.048 0.123 0.1867
H 3.650 -3.117 -1.960 0.3066
H 2.110 -2.707 -2.640 0.3209
H 4.361 -1.020 -2.210 0.4311
H 3.241 -0.486 -0.987 0.4132
H 3.361 1.125 -3.389 0.1916
H 2.417 -0.659 -4.391 0.2033
H 1.039 1.535 -2.132 0.3866
H 0.404 0.975 -3.691 0.4328
H 0.146 -1.348 -2.590 0.3401
H 0.439 -0.574 -1.059 0.2543
H -1.718 0.693 -2.746 0.3953
H -2.017 -0.942 -2.124 0.3996
H -1.635 -0.224 0.144 0.4426
H -1.082 1.364 -0.366 0.3745
H -5.801 -1.446 -3.532 0.4278
O -0.393 0.367 2.252 -0.6122
S -0.561 1.294 3.339 1.2455
O -0.597 2.691 3.045 -0.6352
O 0.542 0.998 4.436 -0.2969
C 1.929 0.966 4.031 -0.1983
C 2.503 2.344 3.775 -0.9726
C -1.967 0.850 4.291 -1.0131
H 2.028 0.315 3.161 0.1664
H 2.440 0.488 4.863 0.2865
H 2.036 2.822 2.914 0.2882
H 3.574 2.264 3.586 0.3911
H 2.346 2.990 4.638 0.2703
H -1.920 -0.210 4.522 0.3278
H -2.841 1.071 3.682 0.3789
H -1.975 1.452 5.195 0.3642
```

Summary:
- orbital gap (eV) = 8.740
- energy relative to the best compared isomer or geometry (same formula, charge and spin) (kcal per mole) = 0.00
- total charge = +1


Values for M, g/mol, ordered as above
540.994; 352.906; 365.132; 425.071; 289.048; 185.335; 375.275; 358.446
Values for F_max, eV/A, ordered as above
4.5; 2.4; 3.8; 4.4; 1.0; 8.9; 5.5; 0.7